one | Molecular formula: C4H5N2S
Method: DFT, wB97M-V/def2-TZVPD

For the highest occupied orbital energy, the calculation gives -14.03 eV. Its charge is +1. The calculation puts the HOMO-LUMO gap at 7.89 eV. The calculation puts the molecular weight at 113.2 g/mol. The lowest unoccupied orbital energy is -6.14 eV. As for the spin multiplicity: 1.

Element x y z (Å)
C1 3.6668 0.2679 0.3310
C2 0.1789 -0.4171 0.0995
C3 -2.0710 0.4681 -0.4832
C4 -1.1885 -0.6884 0.0564
N1 1.3158 -0.0341 0.7591
N2 2.5463 0.1540 0.8341
S1 5.1193 0.4394 -0.1398
H1 -1.7675 0.6377 -1.4844
H2 -1.7739 1.2702 0.0432
H3 -3.2391 0.3284 -0.4706
H4 -1.2794 -1.5720 -0.5494
H5 -1.5077 -0.8541 1.0044

=====

two | Molecular formula: C4H5N2S
Method: DFT, wB97M-V/def2-TZVPD

For the highest occupied orbital energy (spin up / spin down), the calculation gives -12.51 / -12.51 eV. Its charge is +1. The calculation puts the HOMO-LUMO gap (spin up / spin down) at 6.79 / 6.79 eV. The calculation puts the molecular weight at 113.2 g/mol. The lowest unoccupied orbital energy (spin up / spin down) is -5.72 / -5.72 eV. As for the spin multiplicity: 1.

Element x y z (Å)
C1 -1.8241 -0.5214 0.4041
C2 -0.4270 1.3678 -0.0393
C3 0.3072 -1.5299 -0.4284
C4 0.9149 0.8072 0.2548
N1 -1.3712 0.5743 0.2835
N2 1.0401 -0.4881 -0.4979
S1 -0.1095 -3.0099 -0.5164
H1 -2.4295 -1.0309 1.1187
H2 -0.6213 2.2614 -0.5974
H3 1.7172 1.4598 -0.0861
H4 1.0379 0.5832 1.3170
H5 1.7653 -0.4736 -1.2126

=====

Most stable = two

=====

one | Molecular formula: C23H30N2O2
Method: DFT, wB97M-V/def2-TZVPD

For the highest occupied orbital energy, the calculation gives -8.26 eV. The calculation puts the HOMO-LUMO gap at 8.76 eV. The calculation puts the molecular weight at 366.5 g/mol. The lowest unoccupied orbital energy is 0.49 eV. As for the spin multiplicity: 1.

Element x y z (Å)
C1 3.7146 1.0936 -4.7487
H1 3.6260 0.2945 -5.2990
C2 2.5350 1.0121 -3.5354
H2 2.7613 1.9342 -2.9373
C3 1.3130 1.2135 -4.1720
N1 0.3534 0.6056 -3.3014
C4 0.1652 1.5687 -2.3733
C5 -0.9727 1.1998 -1.1667
C6 -2.2805 0.6629 -1.7739
C7 -1.8683 -0.4470 -2.7509
C8 -1.1515 0.0527 -3.9553
H3 -0.8673 -0.5500 -4.7091
H4 -1.4136 1.1372 -4.3032
H5 -2.8846 -0.8985 -3.2642
H6 -1.4317 -1.1890 -2.3216
H7 -2.6798 1.3278 -2.2678
O1 -2.9590 0.1299 -0.6747
C9 -2.6517 -1.0241 -0.0261
C10 -2.1902 -0.8195 1.3004
C11 -1.7115 -2.0272 1.9374
C12 -2.0986 -3.0959 1.5290
C13 -2.7725 -3.5115 0.2297
C14 -3.1880 -2.3591 -0.4231
H8 -3.6300 -2.5471 -1.3992
H9 -3.3125 -4.2075 0.0620
H10 -1.8126 -4.0498 2.2467
C15 -0.8122 -1.6940 3.3189
O2 -0.3052 -2.6307 3.6466
N2 -1.2450 -0.7702 3.9390
H11 -1.9482 -0.1055 3.6906
C16 -0.7464 -0.3372 5.2214
H12 -1.3667 -0.0481 6.0331
H13 -0.0069 -1.2199 5.4846
C17 0.3242 1.0130 5.0118
C18 1.1818 0.7907 3.7944
C19 0.6815 1.2815 2.6176
C20 1.5614 1.3465 1.5561
C21 2.8216 0.0888 1.5353
C22 2.9669 -0.3500 2.7387
C23 2.1444 -0.2202 3.7289
H14 2.5563 -0.7429 4.8726
H15 3.8898 -1.2148 2.6460
H16 3.3979 0.1749 0.6153
H17 1.5727 1.7684 0.5594
H18 -0.0654 2.1504 2.4536
H19 0.8446 1.1222 6.0731
H20 -0.3355 1.7824 4.9475
H21 -1.6343 0.1905 1.6546
H22 -0.5050 0.3220 -0.6456
H23 -1.1172 1.8358 -0.5715
H24 0.8470 2.0102 -1.8481
H25 -0.6034 2.5291 -2.7357
H26 0.8523 2.0079 -4.5157
H27 1.3218 0.1960 -4.9808
H28 2.9142 0.0496 -2.9935
H29 3.5122 1.8418 -5.3815
H30 4.7089 1.3254 -4.3687

=====

two | Molecular formula: C23H30N2O2
Method: DFT, wB97M-V/def2-TZVPD

For the highest occupied orbital energy, the calculation gives -7.19 eV. The calculation puts the HOMO-LUMO gap at 7.96 eV. The calculation puts the molecular weight at 366.5 g/mol. The lowest unoccupied orbital energy is 0.77 eV. As for the spin multiplicity: 1.

Element x y z (Å)
C1 8.8355 2.4371 -1.8073
H1 9.4531 2.7124 -2.6594
H2 8.9438 3.1987 -1.0383
H3 9.1976 1.4933 -1.4056
C2 7.3692 2.3086 -2.2246
C3 6.5165 1.9305 -1.0470
C4 5.9675 2.9049 -0.2210
C5 5.2201 2.5589 0.8840
C6 4.9998 1.2180 1.2014
C7 5.5450 0.2372 0.3820
C8 6.2945 0.6011 -0.7242
H4 6.7103 -0.1754 -1.3507
H5 5.3990 -0.8115 0.5879
O1 4.2624 0.9993 2.3299
C9 3.9179 -0.3193 2.6983
C10 2.7713 -0.8915 1.8633
C11 1.5072 -0.0509 2.0106
C12 0.3754 -0.5977 1.1480
O2 0.4961 -1.5707 0.4370
N1 -0.7654 0.1312 1.2840
C13 -2.0154 -0.0564 0.6747
C14 -3.0508 0.8095 1.0172
C15 -4.3021 0.6746 0.4584
C16 -4.5847 -0.3415 -0.4644
C17 -3.5298 -1.1950 -0.8057
C18 -2.2718 -1.0570 -0.2535
H6 -1.4844 -1.7357 -0.5344
H7 -3.6777 -1.9968 -1.5108
N2 -5.8379 -0.4160 -1.0537
C19 -6.0836 -1.3281 -2.1492
H8 -5.2006 -1.3790 -2.7865
C20 -6.5075 -2.7186 -1.6647
C21 -7.7535 -2.5885 -0.7920
C22 -7.4914 -1.5917 0.3340
C23 -7.0292 -0.2497 -0.2473
H9 -6.8450 0.4561 0.5604
H10 -7.8173 0.1622 -0.8882
H11 -8.3942 -1.4430 0.9288
H12 -6.7081 -1.9780 0.9906
H13 -8.0298 -3.5607 -0.3789
H14 -8.5883 -2.2333 -1.4019
H15 -6.7064 -3.3646 -2.5214
H16 -5.7003 -3.1632 -1.0795
H17 -6.8981 -0.8986 -2.7455
H18 -5.0646 1.3875 0.7313
H19 -2.8699 1.6071 1.7257
H20 -0.7288 0.9215 1.9134
H21 1.7191 0.9789 1.7114
H22 1.1836 -0.0399 3.0551
H23 3.0491 -0.9202 0.8090
H24 2.5721 -1.9146 2.1841
H25 4.7935 -0.9781 2.6541
H26 3.6068 -0.2350 3.7445
H27 4.7939 3.3135 1.5270
H28 6.1257 3.9493 -0.4494
H29 7.0284 3.2603 -2.6375
H30 7.2825 1.5485 -3.0038

=====

Most stable = two

=====

one | Molecular formula: C5H14NO2
Method: DFT, wB97M-V/def2-TZVPD

For the highest occupied orbital energy, the calculation gives -14.32 eV. Its charge is +1. The calculation puts the HOMO-LUMO gap at 11.39 eV. The calculation puts the molecular weight at 120.2 g/mol. The lowest unoccupied orbital energy is -2.92 eV. As for the spin multiplicity: 1.

Element x y z (Å)
O1 -2.6795 0.0277 -0.0922
C1 -1.7668 1.0408 0.2211
C2 -0.4544 0.6693 -0.3947
N1 0.2590 -0.3064 0.6061
C3 1.7337 -0.1814 0.2457
C4 1.9464 1.1221 -0.5382
C5 0.5858 1.7442 -0.7140
H1 -3.5053 0.1224 0.3894
H2 -2.1370 1.9963 -0.2245
H3 -1.7872 1.2079 1.3053
H4 -0.7133 0.0289 -1.2467
H5 0.1609 -0.0990 1.6169
H6 0.0550 -1.2910 0.4105
H7 2.0328 -1.0427 -0.3484
H8 2.3036 -0.2014 1.1854
H9 2.5073 1.0196 -1.4401
H10 2.5651 1.7183 0.1812
H11 0.4002 2.6405 -0.0904
H12 0.5154 2.1587 -1.7125
H13 1.2086 -3.7983 0.4123
H14 -0.2644 -3.5301 0.8141
O2 0.4924 -3.1589 0.3476

=====

two | Molecular formula: C5H14NO2
Method: DFT, wB97M-V/def2-TZVPD

For the highest occupied orbital energy, the calculation gives -14.53 eV. Its charge is +1. The calculation puts the HOMO-LUMO gap at 11.36 eV. The calculation puts the molecular weight at 120.2 g/mol. The lowest unoccupied orbital energy is -3.17 eV. As for the spin multiplicity: 1.

Element x y z (Å)
C1 0.3551 1.1989 -3.4669
C2 1.5225 -1.1003 1.2593
C3 -0.2536 -0.0563 2.5955
C4 -0.8778 0.6449 -2.9581
C5 0.2793 -0.2156 1.1069
N1 -0.8728 -0.8781 0.4573
O1 -1.4142 0.6994 2.4640
O2 -0.8284 -0.1198 -1.9856
H1 0.9098 0.4784 -4.2525
H2 1.1646 1.0980 -2.7396
H3 0.2424 2.1436 -3.9822
H4 1.3705 -2.1655 1.0952
H5 2.4017 -0.6905 0.7287
H6 1.7291 -0.8912 2.3430
H7 -0.4480 -0.9577 3.1592
H8 0.6545 0.5971 3.0163
H9 -1.8830 0.8714 -3.4003
H10 -0.7350 -0.6396 -0.6149
H11 -1.6668 -0.4140 0.9387
H12 -1.0034 -1.8790 0.6126
H13 -1.3263 1.5603 2.8852
H14 0.6797 0.7157 0.7382

=====

three | Molecular formula: C5H14NO2
Method: DFT, wB97M-V/def2-TZVPD

For the highest occupied orbital energy, the calculation gives -14.52 eV. Its charge is +1. The calculation puts the HOMO-LUMO gap at 11.54 eV. The calculation puts the molecular weight at 120.2 g/mol. The lowest unoccupied orbital energy is -2.98 eV. As for the spin multiplicity: 1.

Element x y z (Å)
C1 -1.0486 1.8006 1.6690
C2 -0.4655 0.7326 0.7694
C3 0.5440 1.2821 -0.2255
C4 0.7462 0.4536 -1.4776
C5 1.5222 -0.7957 -1.2680
O1 1.7115 -1.2735 -0.1647
N1 0.2842 -0.2684 1.6452
H1 -1.6518 1.3714 2.4748
H2 -1.6236 2.5038 1.0845
H3 -0.2386 2.4077 2.0890
H4 -1.2035 0.1448 0.2215
H5 1.5195 1.5028 0.2259
H6 0.1786 2.2706 -0.4991
H7 1.1986 1.0131 -2.3164
H8 -0.1751 0.1366 -2.0063
H9 1.9015 -1.3541 -2.1387
H10 1.0306 0.2195 2.1622
H11 0.7680 -0.9342 1.0181
H12 -0.2821 -0.7241 2.3590
H13 -2.7707 -2.3244 -1.9719
H14 -2.6540 -2.3147 -0.4708
O2 -2.6379 -1.7200 -1.2320

=====

Most stable = three

=====

one | Molecular formula: C5H14NO2
Method: DFT, wB97M-V/def2-TZVPD

For the highest occupied orbital energy, the calculation gives -13.83 eV. Its charge is +1. The calculation puts the HOMO-LUMO gap at 10.56 eV. The calculation puts the molecular weight at 120.2 g/mol. The lowest unoccupied orbital energy is -3.27 eV. As for the spin multiplicity: 1.

Element x y z (Å)
C1 -1.8059 -1.1635 -0.5762
O1 -2.3920 -0.2570 0.3905
C2 -1.2517 -0.3746 -1.7427
C3 0.2603 -0.1327 -1.7016
C4 0.7466 0.0894 -0.2755
C5 2.0324 0.0486 -0.0321
N1 2.5140 0.0451 1.3847
H1 -1.1390 -1.7744 0.0308
H2 -2.5187 -1.9283 -0.8521
H3 -3.3415 -0.2321 0.2365
H4 -1.4675 -0.7773 -2.7335
H5 -1.7908 0.5486 -1.7715
H6 0.8783 -0.8098 -2.2468
H7 0.4461 0.8314 -2.1364
H8 0.0136 0.1743 0.5146
H9 2.8380 0.0345 -0.7469
H10 3.5171 0.1203 1.4761
H11 2.1975 -0.7926 1.8766
H12 2.0330 0.8279 1.8387
H13 -0.6507 2.1727 3.0836
H14 -0.8766 1.6042 1.6474
O2 -0.2427 1.7454 2.3358

=====

two | Molecular formula: C5H14NO2
Method: DFT, wB97M-V/def2-TZVPD

For the highest occupied orbital energy, the calculation gives -14.28 eV. Its charge is +1. The calculation puts the HOMO-LUMO gap at 11.27 eV. The calculation puts the molecular weight at 120.2 g/mol. The lowest unoccupied orbital energy is -3.01 eV. As for the spin multiplicity: 1.

Element x y z (Å)
O1 -2.4713 1.2441 -0.2995
C1 -1.1801 1.4885 0.3378
C2 -0.4788 0.3321 -0.3714
N1 0.4578 -0.0843 0.7262
C3 1.4056 -0.8902 0.0191
C4 1.5477 -0.4265 -1.4262
C5 0.4415 0.6408 -1.6518
H1 -2.5569 1.8336 -1.1029
H2 -0.5484 2.3967 0.3074
H3 -1.3862 1.4306 1.4654
H4 -1.2110 -0.4339 -0.5372
H5 0.9928 0.7500 1.0783
H6 -0.0817 -0.6071 1.5165
H7 1.0191 -2.0001 -0.0939
H8 2.3114 -0.9710 0.6499
H9 1.5305 -1.1399 -2.1414
H10 2.6014 0.0477 -1.5142
H11 0.7851 1.7961 -1.5897
H12 -0.2163 0.4770 -2.5305
H13 -1.5585 -1.6938 1.8811
H14 -0.5969 -2.2458 3.0547
O2 -0.8068 -1.9445 2.2222

=====

Most stable = one